(1)
A structure of composition C30H55N4OP2STi at a distorted geometry, computed with ωB97M-V/def2-TZVPD.

Each line ends with the Löwdin charge.
Positions of all 94 atoms, in Å:
C  -1.10806  1.95320  -2.18339  -0.292
C  0.66360  0.60835  -2.94674  -0.280
C  -1.20013  2.57059  -3.42835  0.028
C  0.63169  1.20874  -4.19222  0.033
C  -0.33168  2.19371  -4.44330  0.035
H  -1.94261  3.35887  -3.57564  0.145
H  1.34703  0.90568  -4.96682  0.144
H  -0.38696  2.66531  -5.42649  0.144
N  -0.22431  0.96036  -1.97927  -0.012
P  -0.98982  2.15709  0.62280  1.085
P  0.99241  -1.75692  -1.41516  1.158
C  -1.94224  2.37419  -0.98047  -0.203
H  -2.32473  3.40522  -1.12326  0.116
H  -2.81592  1.71074  -0.87926  0.094
C  1.74236  -0.34948  -2.50999  -0.232
H  2.31386  -0.73240  -3.36822  0.108
C  2.47359  -2.77846  -0.77462  -0.622
C  -0.09487  -2.77020  -2.57579  -0.628
C  0.20198  3.63374  0.72690  -0.632
C  -2.29853  2.25460  1.98673  -0.639
C  2.79120  -2.37939  0.68514  -0.087
H  2.10810  -2.88491  1.38313  0.084
H  3.81831  -2.70434  0.91745  0.113
H  2.71279  -1.29916  0.86548  0.044
C  2.11438  -4.27522  -0.74850  -0.076
H  1.27090  -4.47126  -0.07384  0.082
H  1.88702  -4.68177  -1.73963  0.079
H  2.98451  -4.82498  -0.35667  0.115
C  3.72189  -2.55887  -1.65428  -0.052
H  4.38707  -3.43411  -1.55871  0.118
H  3.48378  -2.44001  -2.71677  0.066
H  4.29334  -1.67871  -1.32449  0.066
C  -0.77693  -3.90865  -1.76219  -0.077
H  -0.78822  -3.68427  -0.69099  0.060
H  -1.81678  -3.99472  -2.10063  0.093
H  -0.29889  -4.88574  -1.91906  0.088
C  -1.22119  -1.88162  -3.14570  -0.080
H  -1.61219  -1.18853  -2.39618  0.036
H  -0.89233  -1.31920  -4.02367  0.086
H  -2.04643  -2.54097  -3.45366  0.110
C  0.71771  -3.35649  -3.75504  -0.044
H  1.74465  -2.98402  -3.79646  0.063
H  0.74939  -4.44763  -3.67013  0.090
H  0.22722  -3.11790  -4.71611  0.104
C  -1.60550  2.06370  3.34731  -0.067
H  -2.35584  2.17758  4.14554  0.119
H  -1.18035  1.05392  3.43746  0.025
H  -0.80810  2.79447  3.52783  0.088
C  -3.32840  1.13139  1.79918  -0.098
H  -3.71376  1.04508  0.78705  0.084
H  -2.89653  0.15431  2.06512  -0.006
H  -4.15830  1.28319  2.49501  0.117
C  -3.08289  3.57896  1.93270  -0.059
H  -3.21076  3.93852  0.90456  0.080
H  -4.09135  3.41040  2.34430  0.107
H  -2.62204  4.37757  2.52925  0.087
C  0.74333  3.88868  -0.68580  -0.091
H  -0.00861  4.33812  -1.34403  0.095
H  1.59677  4.57876  -0.62155  0.115
H  1.10570  2.95361  -1.13420  0.044
C  1.37714  3.21088  1.64262  -0.079
H  2.27731  3.03811  1.03402  0.066
H  1.58599  4.01258  2.36436  0.104
H  1.16465  2.29061  2.20865  0.059
C  -0.43079  4.95024  1.23366  -0.064
H  -1.33170  5.21675  0.66799  0.085
H  -0.67036  4.92898  2.30515  0.082
H  0.30314  5.76000  1.08214  0.115
Ti  0.12208  0.09669  -0.10230  0.574
C  -1.78697  -0.82334  -0.10141  -0.543
O  -2.83628  -1.43314  -0.12417  0.010
N  2.04224  0.72644  -0.32945  0.071
C  2.58979  0.50245  -1.44703  -0.303
C  3.97618  1.09751  -1.87858  -0.517
C  4.45637  0.61138  -3.24945  -0.039
C  3.82209  2.61988  -1.92066  -0.036
C  5.00390  0.72590  -0.78719  -0.018
H  4.58209  -0.47795  -3.29611  0.079
H  3.77857  0.91988  -4.05320  0.084
H  5.44126  1.05815  -3.46110  0.114
H  3.56339  3.00532  -0.92314  0.072
H  4.76859  3.08493  -2.23532  0.116
H  3.03780  2.93058  -2.62318  0.089
H  5.92337  0.34583  -1.24730  0.104
H  5.24583  1.62167  -0.19985  0.098
H  4.62275  -0.03486  -0.09642  0.065
N  -1.57705  -1.32968  3.95790  0.169
C  -2.05143  -1.54767  2.72852  -0.625
N  -3.04820  -2.37391  2.45561  0.230
S  -1.02298  -0.83238  1.58150  0.939
H  -2.04206  -1.76702  4.73062  0.149
H  -0.67854  -0.86791  4.18313  0.154
H  -3.33479  -2.76681  1.54044  0.161
H  -3.52493  -2.79696  3.23766  0.159

For the energy above the lowest of the compared OMol25 structures with the same formula, charge and spin, the calculation gives 36.14 kcal/mol. As for the charge: +3. The calculation puts the LUMO energy (alpha / beta) at -10.6 / -10.6 eV.

(2)
A structure of composition C30H56F2N6O21S2Zn at a distorted geometry, computed with ωB97M-V/def2-TZVPD.

Each line ends with the Löwdin charge.
Positions of all 118 atoms, in Å:
Zn  25.73162  10.66371  25.55124  0.655
N  25.43475  8.88997  24.74694  -0.271
S  24.60333  7.64720  25.09464  0.457
O  25.20311  6.71959  26.03020  -0.265
O  23.68425  7.19410  24.09023  -0.243
F  23.59966  8.34595  26.12729  -0.190
S  26.31599  8.12962  23.46717  0.585
O  25.68919  8.18775  22.17829  -0.243
O  27.20568  7.08603  23.86368  -0.211
F  27.25625  9.40640  23.25489  -0.189
C  28.90885  13.04896  26.05967  0.020
C  27.66148  12.21684  25.83564  -0.674
O  26.51382  12.54735  26.22571  -0.022
O  27.82096  11.08682  25.29304  -0.071
H  29.73661  12.73692  25.42479  0.069
H  29.24270  12.88758  27.08669  0.086
H  28.80681  14.12000  25.89125  0.082
C  28.82767  -3.47745  25.34209  -0.114
O  28.34863  -2.45162  26.16864  -0.200
C  26.94867  -2.40433  26.27198  -0.198
C  26.50321  -1.24572  27.21835  -0.178
O  26.77641  -0.02046  26.57840  -0.131
C  28.12566  0.42411  26.65655  -0.201
C  28.33311  1.74507  25.94090  -0.210
O  27.42854  2.70317  26.42968  -0.172
C  27.15996  3.75747  25.53676  -0.106
H  28.33433  -3.55495  24.37036  0.091
H  28.57066  -4.45491  25.79179  0.083
H  29.91304  -3.50165  25.38021  0.090
H  26.63936  -3.38430  26.65650  0.120
H  26.37820  -2.19353  25.36369  0.127
H  26.98860  -1.23134  28.20265  0.123
H  25.44584  -1.30072  27.47552  0.122
H  28.96233  -0.23317  26.41637  0.119
H  28.21922  0.59541  27.74100  0.126
H  28.11017  1.50780  24.89478  0.130
H  29.37877  1.99552  26.13214  0.129
H  28.01541  4.42238  25.37460  0.090
H  26.25518  4.33148  25.72353  0.069
H  26.95738  3.30385  24.55693  0.075
C  27.59915  10.81184  30.44063  -0.020
O  26.85764  10.80701  29.22410  0.037
C  26.91142  9.78374  28.37801  -0.559
O  26.33766  9.75750  27.31980  0.097
O  27.78383  8.87451  28.75109  0.012
C  27.88341  7.67526  27.98897  0.009
H  27.00310  10.28779  31.19074  0.102
H  27.65179  11.83144  30.81520  0.099
H  28.59204  10.38154  30.34810  0.100
H  28.46971  7.83743  27.08150  0.102
H  26.90841  7.25082  27.76878  0.074
H  28.49585  6.95456  28.52916  0.107
C  22.79856  10.28874  22.73262  -0.027
O  23.73462  11.03059  21.97251  0.024
C  24.70582  11.64521  22.64794  -0.557
O  24.92765  11.54348  23.82990  0.070
O  25.51679  12.17690  21.75003  0.029
C  26.81028  12.58004  22.14997  -0.017
H  21.84430  10.21044  22.22244  0.103
H  22.60566  10.67857  23.73542  0.073
H  23.20280  9.29786  22.94757  0.074
H  26.77499  13.57312  22.59691  0.108
H  27.40236  12.57642  21.23221  0.099
H  27.33212  11.83252  22.75036  0.081
C  22.37736  10.06429  28.31517  -0.043
O  21.98948  11.16744  27.53885  0.059
C  22.81503  11.58778  26.59874  -0.562
O  23.88945  11.10499  26.34033  0.082
O  22.30051  12.69773  26.11446  0.049
C  23.10200  13.50641  25.25066  0.000
H  22.31868  10.28361  29.38260  0.104
H  23.37979  9.66801  28.15597  0.078
H  21.75528  9.17241  28.21301  0.085
H  22.69070  14.51157  25.24995  0.103
H  22.98853  13.11868  24.23769  0.088
H  24.15630  13.52665  25.52241  0.092
C  22.71728  4.22561  23.08145  -0.046
O  23.50205  4.19385  21.89381  0.010
C  24.79815  4.50990  22.07211  -0.600
O  25.28126  4.72780  23.14276  0.116
O  25.35420  4.55462  20.86871  0.025
C  26.61480  5.22326  20.81997  -0.041
H  22.73123  3.26004  23.59109  0.099
H  21.65168  4.35414  22.88334  0.092
H  23.05292  5.05283  23.69482  0.059
H  27.26732  4.96541  21.65268  0.098
H  26.45588  6.30281  20.80791  0.072
H  27.10366  4.95334  19.88762  0.084
C  29.55004  7.75087  21.09079  -0.076
C  29.68557  6.63498  20.16990  -0.270
N  29.84325  5.71769  19.49832  0.137
H  29.46760  7.36644  22.10894  0.059
H  28.68128  8.39599  20.94776  0.046
H  30.36504  8.47362  21.06598  0.086
C  25.24607  9.51295  19.12208  -0.055
C  26.64712  9.87532  19.09559  -0.272
N  27.74231  10.21050  19.09233  0.141
H  24.85213  10.09262  19.96656  0.063
H  24.99008  8.49282  19.40211  0.082
H  24.67454  9.81750  18.24866  0.089
C  20.35397  7.39259  26.26616  -0.052
C  20.34508  8.61832  25.44684  -0.253
N  20.29738  9.59360  24.84551  0.159
H  21.38012  7.11719  26.49843  0.063
H  19.81671  6.56294  25.81522  0.085
H  19.82540  7.65167  27.18489  0.085
C  30.47117  9.70714  24.84904  -0.066
C  31.06958  8.40446  24.52057  -0.280
N  31.45266  7.34556  24.30813  0.134
H  29.73213  9.94381  24.08519  0.061
H  31.15418  10.55282  24.82177  0.081
H  30.00949  9.54357  25.81920  0.070
C  24.51060  6.41517  29.17717  -0.057
C  23.14177  6.09412  29.66321  -0.271
N  22.09061  5.88894  30.07729  0.119
H  24.49003  7.02314  28.27743  0.038
H  24.91032  5.40462  29.08597  0.093
H  25.10602  6.97148  29.90025  0.080

As for the charge: 0. The calculation puts the LUMO energy at -0.2 eV.

Look up the charge of the second one. 0

Which of these has the highest charge? C30H55N4OP2STi

What is the formula in the second record? C30H56F2N6O21S2Zn